# 1
100
Properties=species:S:1:pos:R:3:forces:R:3:mulliken_charge:R:1 method="wB97M-V/def2-TZVPD" lumo_energy_ev=-0.58 gap_ha=0.21473
Cd 0.181 0.278 0.047 -0.175 -0.206 -0.260 4.210
C -1.030 -5.435 -0.561 0.047 -0.078 -0.120 -0.534
C -0.619 -5.359 0.767 -0.048 0.131 -0.255 -0.785
C 0.003 -4.224 1.253 0.083 0.559 -0.383 0.143
C 0.233 -3.106 0.413 -0.494 -0.623 0.098 -0.650
C -0.203 -3.199 -0.916 0.090 -0.146 0.384 -0.374
C -0.799 -4.354 -1.404 -0.175 -0.008 0.029 -0.789
N 0.728 -1.896 0.884 0.806 -0.189 0.551 0.227
C 1.861 -1.843 1.576 -0.678 0.340 -0.440 0.677
C 2.818 -2.903 1.695 0.598 -0.123 0.379 -0.803
C 4.022 -2.695 2.320 -0.365 0.011 -0.119 -0.501
C 4.376 -1.446 2.898 -0.217 0.231 0.036 -0.947
C 3.482 -0.413 2.825 0.267 -0.456 0.270 -0.695
C 2.241 -0.579 2.179 0.237 -0.186 -0.106 -0.141
N 1.412 0.466 1.966 0.026 1.130 0.444 0.682
N 1.588 1.567 2.594 -0.643 -0.479 -0.654 -1.735
C 0.665 2.588 2.211 0.013 0.047 0.021 -0.420
C 0.724 3.762 2.959 0.022 -0.047 -0.029 -0.657
C -0.126 4.802 2.633 -0.125 0.114 -0.136 -0.703
C -1.009 4.654 1.566 0.135 -0.143 0.141 -1.318
C -1.001 3.451 0.879 -0.071 0.251 0.212 -0.795
N -0.199 2.452 1.199 0.662 -0.682 0.386 1.525
H -1.539 -6.327 -0.920 0.122 0.148 -0.005 0.394
H -0.815 -6.185 1.429 -0.012 -0.164 0.177 0.397
H 0.274 -4.161 2.295 0.080 0.024 0.162 0.555
H -0.086 -2.328 -1.531 0.084 0.240 -0.375 0.372
H -1.118 -4.385 -2.443 0.022 -0.017 0.149 0.392
H 2.598 -3.874 1.264 -0.026 0.148 0.007 0.434
H 4.737 -3.509 2.370 -0.019 -0.039 -0.023 0.423
H 5.329 -1.309 3.394 -0.028 -0.079 -0.081 0.407
H 3.697 0.553 3.255 0.071 0.091 -0.024 0.462
H 1.438 3.802 3.770 -0.022 0.131 0.024 0.585
H -0.112 5.734 3.189 0.053 -0.124 0.025 0.442
H -1.711 5.428 1.293 0.038 0.075 -0.030 0.546
H -1.677 3.267 0.057 -0.064 0.023 -0.130 0.549
C -5.534 -3.694 2.199 0.297 0.065 -0.189 -0.581
C -4.544 -4.062 1.293 -0.015 0.128 -0.038 -0.784
C -3.624 -3.124 0.843 -0.045 -0.332 0.100 0.052
C -3.705 -1.801 1.265 -0.115 0.135 -0.053 -0.176
C -4.713 -1.431 2.147 -0.009 -0.220 0.195 -0.187
C -5.599 -2.380 2.638 -0.170 -0.068 -0.043 -0.867
P -2.471 -0.624 0.618 0.028 0.106 -0.180 1.109
C -3.008 0.905 1.456 -0.065 0.143 0.464 0.746
C -3.904 1.827 0.935 0.004 -0.080 -0.200 -0.609
C -4.295 2.934 1.676 -0.120 0.186 0.202 -0.862
C -3.806 3.120 2.961 0.177 -0.286 -0.066 -0.615
C -2.908 2.199 3.506 -0.166 0.219 -0.103 -0.674
C -2.511 1.110 2.752 -0.152 -0.013 -0.333 -0.408
C -3.060 -0.364 -1.098 -0.528 0.020 -0.175 0.097
C -4.400 -0.525 -1.380 0.477 0.067 0.016 -0.106
C -4.917 -0.321 -2.671 0.252 -0.130 -0.354 -1.025
C -4.064 -0.037 -3.702 0.035 0.101 0.241 -0.792
C -2.669 0.132 -3.465 -0.309 -0.209 -0.164 1.602
C -1.790 0.404 -4.540 0.287 0.080 0.193 -0.867
C -0.456 0.596 -4.296 -0.286 -0.081 -0.276 -0.785
C 0.036 0.533 -2.982 -0.222 0.082 0.260 0.670
C -0.774 0.272 -1.895 0.359 0.057 -0.211 -1.392
C -2.149 0.011 -2.144 -0.192 0.062 0.102 -1.070
H -6.237 -4.434 2.546 -0.131 -0.058 0.125 0.385
H -4.495 -5.082 0.933 0.071 -0.003 0.021 0.463
H -2.835 -3.434 0.168 0.026 0.029 -0.053 0.207
H -4.810 -0.408 2.476 0.022 0.105 0.039 0.355
H -6.357 -2.086 3.351 -0.051 0.029 0.004 0.427
H -4.293 1.674 -0.065 -0.033 0.074 0.024 0.411
H -4.999 3.647 1.255 0.107 -0.086 0.036 0.366
H -4.106 3.977 3.541 -0.090 0.174 0.090 0.398
H -2.515 2.345 4.506 -0.026 -0.020 -0.074 0.438
H -1.805 0.401 3.154 0.175 -0.144 0.129 0.378
H -5.071 -0.822 -0.593 -0.201 -0.045 0.185 0.566
H -5.978 -0.437 -2.845 -0.051 -0.003 -0.032 0.410
H -4.445 0.080 -4.712 0.075 0.005 0.049 0.396
H -2.186 0.457 -5.545 -0.065 0.032 -0.072 0.359
H 0.229 0.804 -5.110 -0.038 -0.017 -0.056 0.407
H 1.089 0.735 -2.829 0.094 -0.031 0.060 0.293
N 2.533 -0.422 -0.891 -0.194 0.211 0.099 -0.344
C 3.500 -0.893 -1.278 0.604 -0.316 -0.281 0.364
C 4.702 -1.471 -1.831 -0.001 0.060 0.130 0.057
C 5.143 -2.727 -1.409 -0.315 0.133 -0.153 -0.228
C 6.253 -3.287 -2.017 0.009 0.220 0.032 -0.662
C 6.926 -2.586 -3.009 -0.042 -0.185 0.060 -0.345
C 6.500 -1.323 -3.403 0.348 -0.252 0.061 -0.584
C 5.397 -0.752 -2.808 -0.464 0.036 0.138 -0.544
H 4.590 -3.264 -0.648 0.031 0.086 -0.015 0.381
H 6.586 -4.265 -1.704 0.081 -0.084 -0.040 0.409
H 7.783 -3.045 -3.482 0.057 0.066 -0.043 0.391
H 7.055 -0.799 -4.164 -0.015 0.145 -0.120 0.398
H 5.030 0.227 -3.098 0.101 -0.111 -0.008 0.485
N 3.012 6.485 -1.145 0.020 0.009 0.031 -0.548
C 2.607 5.171 -1.084 -0.097 -0.501 -0.081 0.938
C 3.304 4.221 -0.322 -0.318 0.189 -0.399 -1.063
C 2.845 2.919 -0.295 -0.114 0.000 0.042 -0.502
N 1.749 2.495 -0.924 0.078 0.103 -0.155 0.349
C 1.084 3.400 -1.645 0.072 0.121 -0.063 -0.416
C 1.467 4.725 -1.769 0.120 -0.049 0.384 -0.875
H 3.978 6.662 -0.916 -0.162 0.089 -0.090 0.226
H 2.642 7.023 -1.912 0.156 0.024 0.101 0.224
H 4.192 4.502 0.217 0.212 0.030 0.168 0.386
H 3.376 2.172 0.286 0.023 -0.046 0.021 0.459
H 0.194 3.041 -2.161 0.097 0.034 0.110 0.372
H 0.861 5.416 -2.339 0.009 0.013 -0.124 0.361


# 2
104
Properties=species:S:1:pos:R:3:forces:R:3:mulliken_spin:R:1 method="wB97M-V/def2-TZVPD" spin_multiplicity=3 charge=+2 lumo_energy_ev="-5.95 / -9.56" gap_ha="0.23291 / 0.10016"
Au -1.709 -0.106 -2.453 -0.171 0.161 0.884 0.242
O -0.059 -1.692 2.119 0.441 -0.062 -0.204 0.003
P 1.210 -2.074 2.812 0.759 -1.442 0.785 0.000
C 2.735 -2.259 1.783 -0.992 -1.330 -0.227 0.000
P 2.969 -1.044 0.507 -0.135 -0.658 -0.239 -0.001
O 1.980 -1.321 -0.585 0.359 0.791 0.462 0.000
C 2.978 0.571 1.243 0.071 0.872 0.473 0.004
C 1.959 1.385 0.822 -2.238 0.619 -0.746 -0.007
C 1.694 2.626 1.411 0.217 0.315 -0.717 0.000
C 2.660 3.147 2.245 -0.736 0.273 0.907 0.000
C 3.692 2.343 2.726 0.544 0.374 0.190 0.000
C 3.876 1.066 2.223 0.019 -0.527 -0.275 0.000
C 4.653 -1.197 0.003 1.029 0.457 -0.924 0.000
C 4.760 -1.086 -1.389 0.995 -0.883 -0.901 0.000
C 6.031 -1.055 -1.991 0.402 0.350 -0.217 0.000
C 7.228 -1.087 -1.228 -1.640 -0.781 -1.829 0.000
C 7.077 -1.116 0.124 -0.975 0.097 0.788 0.000
C 5.834 -1.131 0.759 -0.110 0.366 -0.505 0.000
C 1.128 -3.685 3.775 -0.787 1.197 -0.587 0.000
C 2.196 -4.281 4.460 -0.595 0.106 -1.494 0.000
C 2.007 -5.507 5.030 -0.833 -0.588 1.358 0.000
C 0.702 -5.998 5.254 -0.226 0.700 -0.497 0.000
C -0.380 -5.341 4.649 1.608 0.402 -0.103 0.000
C -0.164 -4.208 3.862 0.782 -0.188 -0.333 0.000
C 1.617 -0.957 4.144 -0.166 2.013 -0.255 0.000
C 0.704 0.136 4.323 0.664 -1.739 0.538 -0.001
C 0.753 0.880 5.482 0.628 0.036 0.434 0.000
C 1.854 0.661 6.333 0.032 0.044 0.062 0.000
C 2.844 -0.319 6.136 -2.618 0.682 -2.022 0.000
C 2.720 -1.111 4.986 0.077 0.446 0.433 0.000
H 2.658 -3.187 1.152 -0.258 0.622 0.617 0.000
H 3.591 -2.460 2.409 0.321 0.323 0.405 0.000
H 1.276 1.097 -0.018 0.682 -0.254 0.955 0.003
H 0.780 3.202 1.159 0.873 -0.350 -0.048 0.000
H 2.554 4.168 2.616 0.028 -0.302 0.056 0.000
H 4.327 2.783 3.516 -0.091 -0.533 -0.685 0.000
H 4.749 0.461 2.509 -0.699 0.421 0.184 0.000
H 3.865 -1.183 -2.030 0.551 0.337 0.569 0.000
H 6.121 -0.959 -3.089 -0.183 -0.251 0.696 0.000
H 8.169 -1.263 -1.753 -0.140 0.549 0.393 0.000
H 7.903 -1.085 0.762 1.377 -0.051 0.792 0.000
H 5.865 -0.950 1.830 -0.287 -0.608 -0.068 0.000
H 3.180 -3.868 4.416 0.495 0.159 -0.082 0.000
H 2.865 -6.029 5.419 0.043 -0.139 0.250 0.000
H 0.498 -6.825 5.933 0.284 -0.031 -0.441 0.000
H -1.358 -5.700 4.739 -1.271 -0.608 0.325 0.000
H -0.929 -3.734 3.242 -0.034 -0.223 0.475 0.000
H -0.062 0.254 3.590 -0.515 -0.018 -0.288 0.000
H -0.049 1.588 5.795 0.938 -0.396 -0.554 0.000
H 1.947 1.364 7.134 0.076 -0.040 0.759 0.000
H 3.590 -0.525 6.830 1.329 0.102 1.019 0.000
H 3.560 -1.764 4.763 -0.457 -0.357 -0.004 0.000
O -2.093 -1.751 0.306 -1.187 0.270 -1.486 0.046
N -2.806 -1.075 -0.688 -0.384 -0.276 0.769 0.215
C -4.058 -1.350 -0.913 0.987 -3.022 1.268 -0.004
C -4.927 -0.476 -1.565 -0.437 2.851 -1.430 0.021
C -6.230 -0.812 -2.009 0.263 -1.057 1.558 -0.024
C -6.990 0.018 -2.790 0.691 0.712 -1.534 0.027
C -6.366 1.169 -3.316 -1.287 -0.880 0.898 -0.027
C -5.186 1.592 -2.743 1.208 1.566 0.143 0.025
C -4.445 0.865 -1.811 -1.194 -1.348 -1.044 -0.059
P -2.870 1.442 -1.111 -0.761 1.117 -0.502 0.283
C -3.263 1.532 0.636 0.111 1.440 0.358 0.027
C -4.612 1.812 0.945 0.298 -1.239 0.661 -0.002
C -5.015 1.644 2.276 -0.771 0.334 -0.227 0.002
C -4.065 1.462 3.282 1.349 0.417 -0.090 -0.001
C -2.668 1.543 2.998 -0.839 1.096 -0.868 0.003
C -2.281 1.639 1.631 0.551 -2.538 0.844 0.033
C -2.543 3.128 -1.682 1.450 0.800 -0.375 0.053
C -2.214 4.200 -0.794 -0.892 -1.531 -0.577 0.018
C -1.974 5.460 -1.270 0.054 0.078 0.005 -0.015
C -1.864 5.677 -2.632 0.629 0.954 -0.484 0.038
C -1.949 4.611 -3.515 0.126 -0.027 -0.534 -0.014
C -2.287 3.336 -3.066 -0.680 -0.335 0.393 0.045
H -1.299 -1.205 0.453 0.365 -0.434 0.321 0.007
H -4.480 -2.363 -0.685 0.602 0.839 0.619 0.020
H -6.703 -1.723 -1.614 0.486 0.164 -0.370 0.000
H -7.973 -0.256 -3.180 0.279 -0.066 0.459 0.000
H -6.941 1.720 -4.051 0.445 0.362 0.064 0.000
H -4.788 2.585 -2.965 -0.323 -0.252 -0.282 0.003
H -5.344 1.989 0.165 0.017 -0.092 0.141 0.001
H -6.118 1.676 2.500 1.391 0.028 -0.073 0.001
H -4.374 1.329 4.311 -0.076 0.011 -0.042 0.000
H -1.901 1.695 3.786 -0.760 -0.620 -0.560 0.000
H -1.219 1.360 1.385 -0.925 0.855 0.199 -0.004
H -2.163 4.045 0.262 -0.315 -0.202 0.525 0.005
H -1.854 6.231 -0.533 0.186 0.412 -0.070 0.000
H -1.587 6.684 -3.029 -0.411 -0.963 0.455 0.001
H -1.701 4.829 -4.562 -0.348 -0.440 0.378 0.001
H -2.430 2.481 -3.750 0.223 0.667 0.152 0.005
Cl 1.998 -1.758 -9.971 -0.701 0.701 1.007 0.166
C 1.100 -1.080 -8.665 0.998 -1.177 -1.090 0.267
C 1.354 -1.608 -7.370 -0.150 0.376 0.614 0.109
C 0.609 -1.207 -6.291 0.285 -0.663 -1.033 0.013
C -0.452 -0.286 -6.524 1.053 -0.873 -0.131 0.175
C -0.645 0.266 -7.822 -0.682 -0.063 -0.629 0.051
C 0.096 -0.142 -8.921 -0.533 0.747 1.119 0.042
C -1.343 0.052 -5.384 -1.205 1.222 1.906 0.091
O -0.888 -0.525 -4.260 -0.880 1.093 -2.174 0.039
O -2.301 0.845 -5.534 2.150 -1.959 0.477 0.081
H 2.135 -2.328 -7.238 0.280 -0.305 -0.102 -0.001
H 0.807 -1.738 -5.365 -0.347 0.630 0.117 -0.005
H -1.518 0.922 -7.876 0.456 0.031 -0.339 -0.002
H -0.020 0.223 -9.929 -0.313 0.130 0.030 0.000


# 3
110
Properties=species:S:1:pos:R:3:forces:R:3:mulliken_spin:R:1 method="wB97M-V/def2-TZVPD" spin_multiplicity=2 charge=-1 lumo_energy_ev="-0.24 / 1.60" gap_ha="0.14048 / 0.23357"
Re 0.945 -1.047 -0.137 -2.851 0.035 1.064 1.106
C -5.296 3.736 -0.922 -0.042 0.016 0.065 -0.016
C -5.111 3.752 0.453 -0.055 0.109 -0.124 0.008
C -4.077 3.030 1.027 0.171 -0.191 -0.067 -0.013
C -3.215 2.271 0.232 0.149 0.221 0.118 -0.038
C -3.404 2.270 -1.157 0.084 0.129 0.216 -0.019
C -4.438 2.989 -1.723 0.003 0.064 -0.061 0.009
P -1.788 1.337 0.895 0.267 0.662 -0.212 -0.154
C -1.982 1.543 2.701 0.065 -0.812 -0.299 -0.003
C -1.492 2.747 3.206 -0.086 -0.056 -0.015 -0.008
C -1.460 2.967 4.573 -0.035 0.032 -0.016 0.000
C -1.891 1.974 5.440 -0.017 -0.077 0.054 -0.001
C -2.336 0.760 4.938 -0.065 -0.152 0.055 -0.001
C -2.381 0.533 3.570 0.119 0.184 -0.015 0.005
C -2.122 -0.243 0.042 0.267 -0.740 0.006 -0.041
C -3.487 -0.515 -0.108 0.629 -0.291 0.228 -0.019
C -3.937 -1.488 -0.974 -0.414 -0.176 -0.105 0.007
C -3.024 -2.192 -1.728 -0.274 -0.144 -0.076 -0.008
C -1.672 -2.001 -1.534 1.200 0.373 0.237 -0.087
C -1.124 -1.072 -0.627 -0.918 0.967 0.481 0.082
H -6.104 4.298 -1.370 -0.022 0.017 -0.012 -0.001
H -5.775 4.335 1.080 -0.023 -0.020 0.020 0.000
H -3.942 3.024 2.101 -0.057 0.071 0.009 -0.002
H -2.731 1.682 -1.767 -0.030 0.038 -0.118 -0.001
H -4.577 2.978 -2.796 -0.002 -0.016 -0.044 0.000
H -1.108 3.489 2.517 0.030 0.058 0.012 -0.003
H -1.066 3.894 4.967 0.005 0.061 -0.022 0.000
H -1.844 2.130 6.509 0.002 0.010 0.028 0.000
H -2.625 -0.034 5.615 -0.013 0.010 0.040 0.000
H -2.649 -0.435 3.173 -0.084 -0.059 0.011 -0.001
H -4.207 0.054 0.466 -0.021 0.010 -0.060 -0.002
H -4.999 -1.674 -1.068 -0.035 -0.006 -0.061 0.001
H -3.367 -2.911 -2.462 0.028 -0.068 -0.010 0.000
H -0.967 -2.592 -2.103 -0.028 -0.165 -0.157 0.010
C 8.709 0.176 0.036 -0.110 -0.042 0.031 0.000
C 7.247 0.091 -0.303 -0.028 0.035 0.016 0.000
C 6.363 1.058 0.170 -0.037 -0.014 -0.152 -0.001
C 5.012 1.019 -0.130 -0.174 0.140 0.158 0.000
C 4.538 -0.020 -0.910 -0.100 -0.473 0.041 0.001
C 5.390 -1.003 -1.380 -0.104 -0.083 -0.035 0.003
C 6.739 -0.947 -1.072 -0.027 0.054 -0.009 0.000
S 2.901 -0.160 -1.639 0.989 2.932 -3.224 -0.021
O 3.193 0.281 -2.984 0.077 -0.501 0.075 0.004
O 2.397 -1.557 -1.587 -0.464 -1.227 0.968 0.032
N 1.616 0.639 -1.096 0.653 -1.876 0.327 0.030
C 1.494 2.001 -1.099 0.101 2.447 -0.770 -0.007
C 2.547 2.832 -1.558 -0.058 -0.693 0.087 0.003
C 2.392 4.190 -1.543 -0.096 0.147 0.065 -0.003
C 1.201 4.735 -1.071 0.238 0.228 -0.020 0.008
C 0.217 3.865 -0.681 -0.114 -0.413 -0.075 -0.005
N 0.342 2.539 -0.728 0.218 -0.642 -0.136 0.004
H 8.880 -0.159 1.061 0.060 -0.017 0.009 0.000
H 9.061 1.204 -0.038 0.056 0.014 -0.003 0.000
H 9.303 -0.446 -0.631 0.054 -0.020 0.003 0.000
H 6.736 1.870 0.781 0.013 0.028 0.046 0.000
H 4.345 1.763 0.282 -0.088 -0.008 -0.017 0.000
H 4.975 -1.798 -1.984 0.173 -0.134 -0.028 0.000
H 7.400 -1.716 -1.446 0.050 -0.065 -0.012 0.000
H 3.452 2.360 -1.909 0.086 0.289 -0.093 0.001
H 3.186 4.839 -1.888 0.086 -0.038 -0.008 0.000
H 1.057 5.803 -1.008 -0.048 0.066 -0.013 0.000
H -0.741 4.230 -0.327 -0.131 -0.005 0.042 -0.004
O 2.291 0.259 3.389 -0.062 -0.704 0.760 -0.007
Se 2.075 0.483 1.835 0.259 2.822 3.330 -0.004
O 2.848 -0.621 0.929 -0.170 -1.831 -0.690 0.035
O 0.441 0.158 1.440 0.499 -1.669 -1.042 0.032
O 2.472 1.974 1.429 0.062 0.617 -0.583 -0.001
O -1.073 -2.003 2.078 -0.049 -0.097 0.247 0.013
C -0.415 -2.971 1.748 -0.434 0.029 0.167 0.027
O 0.537 -2.946 0.851 0.453 0.457 -0.221 0.082
C -0.760 -4.339 2.334 0.353 0.231 -0.275 -0.008
C 0.394 -5.329 2.438 0.088 0.365 -0.496 0.000
Ge 1.678 -5.400 0.907 0.108 -0.970 0.394 -0.012
C 2.408 -7.280 1.198 -0.098 0.374 -0.134 0.000
C 3.653 -7.528 1.772 0.009 0.183 0.057 0.000
C 4.149 -8.817 1.911 0.015 -0.083 0.029 0.000
C 3.397 -9.897 1.475 0.040 -0.052 0.022 0.000
C 2.144 -9.678 0.923 -0.072 -0.091 -0.008 0.000
C 1.661 -8.386 0.795 -0.076 0.105 0.030 0.000
C 0.902 -5.663 -0.896 0.204 0.248 0.478 -0.008
C -0.331 -5.128 -1.249 0.044 -0.010 0.021 0.006
C -0.915 -5.441 -2.468 -0.103 0.019 -0.049 -0.003
C -0.259 -6.270 -3.363 0.001 -0.015 -0.030 0.000
C 0.982 -6.793 -3.030 0.058 -0.032 -0.079 0.000
C 1.551 -6.500 -1.801 0.043 0.026 0.027 0.003
C 3.359 -4.402 1.101 -0.568 -0.043 -0.111 -0.001
C 3.570 -3.541 2.167 -0.124 0.053 -0.060 -0.005
C 4.828 -3.005 2.400 0.022 0.078 0.158 -0.002
C 5.892 -3.349 1.584 0.026 0.045 -0.018 0.000
C 5.685 -4.194 0.502 0.142 0.005 -0.035 0.000
C 4.425 -4.709 0.261 -0.037 -0.011 -0.076 0.000
H -1.532 -4.724 1.663 -0.079 -0.108 0.050 0.000
H -1.225 -4.159 3.304 -0.049 -0.003 -0.080 0.000
H -0.013 -6.332 2.572 0.203 -0.105 -0.046 0.000
H 0.997 -5.102 3.319 0.083 -0.060 0.031 0.000
H 4.252 -6.692 2.111 0.085 -0.002 0.001 0.000
H 5.124 -8.980 2.354 0.000 0.016 0.004 0.000
H 3.785 -10.904 1.567 0.004 -0.024 0.006 0.000
H 1.546 -10.516 0.583 -0.012 -0.018 0.005 0.000
H 0.683 -8.220 0.357 -0.047 -0.103 -0.073 0.000
H -0.821 -4.446 -0.571 -0.129 0.007 0.000 -0.007
H -1.888 -5.036 -2.716 -0.028 0.051 -0.022 0.000
H -0.711 -6.509 -4.317 -0.015 -0.001 -0.018 0.000
H 1.504 -7.437 -3.726 0.005 -0.014 -0.011 0.000
H 2.499 -6.947 -1.527 0.006 -0.026 -0.061 0.000
H 2.741 -3.268 2.809 0.026 0.075 0.044 0.001
H 4.971 -2.315 3.221 -0.001 0.030 0.038 0.000
H 6.877 -2.951 1.789 0.035 0.040 -0.044 0.000
H 6.511 -4.465 -0.143 0.028 0.028 -0.037 0.000
H 4.272 -5.377 -0.579 0.028 -0.052 -0.037 0.000


no.,M (u),strongest force on any atom (Eh/bohr)
1,894.3,0.024
2,1074.2,0.067
3,1213.7,0.087